Computed, not measured: a structure of composition C20H31O3Tc in a non-equilibrium geometry, with the ωB97M-V functional and the def2-TZVPD basis.

Structure (XYZ):
```
55
C20H31O3Tc (the ωB97M-V functional and the def2-TZVPD basis)
Tc -0.691 -0.583 -0.615
O 0.022 -0.069 -5.973
O 0.399 0.856 0.232
O 1.909 1.621 -4.476
C 0.212 3.251 -3.850
C -0.276 1.828 -3.446
C -2.184 -0.216 1.061
C 0.359 1.111 -6.785
C -0.213 -2.597 -0.785
C 1.471 -1.701 -7.074
C 0.300 -2.034 -2.006
C 1.769 -1.469 -0.294
C -2.269 -1.541 0.540
C 1.041 1.050 -3.478
C -0.955 -1.582 -7.770
C 0.621 -2.129 0.300
C 0.240 -0.835 -7.203
C 1.521 2.999 -4.638
C 0.471 0.409 -8.112
C 1.594 -1.453 -1.688
C 0.606 1.154 1.597
C -2.467 0.696 -0.003
C -2.708 -0.069 -1.203
C -2.618 -1.460 -0.857
H -0.099 1.949 1.882
H -0.539 3.797 -4.425
H -0.790 1.739 -2.472
H -1.193 -2.483 -7.200
H -2.178 -2.444 1.129
H 0.449 0.290 2.269
H -2.820 -2.295 -1.512
H -2.954 0.337 -2.177
H 2.390 3.609 -4.324
H 0.541 -2.458 1.334
H 0.927 -0.012 -3.712
H 1.343 1.503 -6.520
H 1.454 0.452 -8.594
H -1.033 -3.287 -0.700
H 1.580 1.124 -2.515
H 2.306 -1.120 -6.658
H -0.662 -1.903 -8.782
H 1.236 -2.562 -6.434
H -1.846 -0.947 -7.868
H -2.520 1.778 0.101
H -0.094 -2.253 -2.992
H 0.465 3.803 -2.934
H 2.615 -1.071 0.266
H 2.311 -1.096 -2.417
H -0.382 0.594 -8.778
H 1.348 3.189 -5.709
H -0.914 1.399 -4.231
H -2.044 0.026 2.113
H 1.646 1.493 1.673
H 1.759 -2.061 -8.071
H -0.440 1.867 -6.721
```

Summary:
- LUMO energy (spin up / spin down) (Ha) = -0.1367 / -0.2064
- largest force on an atom (hartree/bohr) = 0.045
- charge = +1
- 2S+1 = 4
- energy (Ha) = -1086.7514